Version i
Formula: C5H14N
Source: the OMol25 dataset
Level of theory: ωB97M-V/def2-TZVPD

Total charge = +1
Multiplicity = 1
SMILES = CCCCC[NH3+]
HOMO-LUMO gap = 11.024 eV
E_HOMO = -14.763 eV
LUMO = -3.739 eV

```
20
C5H14N, DFT ωB97M-V/def2-TZVPD
N 2.170 0.212 -0.435
C -0.204 -0.796 1.010
C 0.940 1.133 -0.304
C -0.967 -1.045 -0.387
C -2.238 -0.230 -0.625
C 0.131 0.683 1.011
H 0.629 -1.552 1.122
H 0.802 1.168 1.716
H 0.147 0.998 -1.113
H 1.933 -0.692 -0.698
H 1.323 2.155 -0.375
H -1.339 -2.101 -0.375
H -0.210 -1.074 -1.199
H 2.854 0.137 0.344
H -2.796 -0.552 -1.456
H 2.721 0.735 -1.168
H -1.016 -1.054 1.829
H -2.195 0.898 -0.700
H -0.878 1.168 0.792
H -3.139 -0.191 0.096
```

=====

Version ii
Formula: C5H14N
Source: the OMol25 dataset
Level of theory: ωB97M-V/def2-TZVPD

Total charge = +1
Multiplicity = 1
HOMO-LUMO gap = 5.406 eV
E_HOMO = -12.917 eV
LUMO = -7.511 eV

```
20
C5H14N, DFT ωB97M-V/def2-TZVPD
N -0.354 -3.066 -0.023
C -1.370 -2.553 0.935
C 1.782 -0.115 0.240
C -0.754 0.039 0.286
C 0.437 -0.318 -0.405
C -1.860 -1.148 0.492
H -0.440 0.276 1.286
H 2.768 -0.544 -0.192
H -1.492 0.767 -0.098
H -2.129 -1.168 -0.559
H -0.925 -2.363 1.982
H 0.277 -3.710 0.518
H -2.129 -3.376 1.057
H 1.987 9.485 -3.644
H 0.172 -2.233 -0.304
H 2.198 0.805 0.751
H -2.854 -0.863 0.939
H 1.671 -0.712 1.238
H 2.583 10.593 -2.980
H 0.431 0.203 -1.517
```

=====

Version iii
Formula: C5H14N
Source: the OMol25 dataset
Level of theory: ωB97M-V/def2-TZVPD

Total charge = +1
Multiplicity = 1
HOMO-LUMO gap = 8.424 eV
E_HOMO = -14.235 eV
LUMO = -5.811 eV

```
20
C5H14N, DFT ωB97M-V/def2-TZVPD
N -3.107 -1.701 0.670
C 0.496 0.605 -0.372
C -1.929 -1.275 0.954
C -0.377 1.833 -0.676
C 2.053 0.867 -0.496
C 2.921 -0.304 -0.074
H 3.964 0.007 0.030
H 2.299 1.109 -1.538
H -0.418 1.941 -1.779
H -1.448 1.710 -0.301
H 0.009 2.788 -0.267
H 3.006 -1.069 -0.866
H 0.390 0.394 0.741
H 2.302 1.710 0.170
H -3.539 -1.194 -0.102
H -1.346 -1.909 1.657
H -1.565 -0.380 0.466
H 2.555 -0.779 0.870
H 0.162 -0.280 -0.934
H -3.606 -2.503 1.148
```

=====

Stability, highest: version iii

=====

Version i
Formula: C5H4O
Source: the OMol25 dataset
Level of theory: ωB97M-V/def2-TZVPD

Total charge = 0
Multiplicity = 1
HOMO-LUMO gap (spin up / spin down) = 7.591 / 7.532 eV
E_HOMO (spin up / spin down) = -8.879 / -8.832 eV
LUMO (spin up / spin down) = -1.287 / -1.300 eV

```
10
C5H4O, DFT ωB97M-V/def2-TZVPD
O 0.410 1.991 0.491
C 0.801 0.013 -0.184
C -0.100 1.149 -0.373
C -2.231 -0.402 0.374
C -1.292 0.253 -0.014
C 1.661 -0.907 0.087
H 2.705 -0.640 0.224
H 1.377 -1.949 0.173
H -0.227 1.432 -1.435
H -3.103 -0.940 0.656
```

=====

Version ii
Formula: C5H4O
Source: the OMol25 dataset
Level of theory: ωB97M-V/def2-TZVPD

Total charge = 0
Multiplicity = 1
SMILES = C=CC#CC=O
HOMO-LUMO gap = 9.096 eV
E_HOMO = -9.661 eV
LUMO = -0.565 eV

```
10
C5H4O, DFT ωB97M-V/def2-TZVPD
O 3.606 -0.500 0.257
C 2.723 0.325 -0.089
C -1.266 -0.590 -0.175
C 0.086 -0.157 -0.243
C 1.285 -0.051 -0.250
C -2.356 0.199 0.199
H -2.214 1.260 0.362
H -1.392 -1.708 -0.182
H -3.368 -0.255 0.459
H 2.895 1.476 -0.337
```

=====

Version iii
Formula: C5H4O
Source: the OMol25 dataset
Level of theory: ωB97M-V/def2-TZVPD

Total charge = 0
Multiplicity = 1
SMILES = C=CC#CC=O
HOMO-LUMO gap = 7.738 eV
E_HOMO = -9.335 eV
LUMO = -1.597 eV

```
10
C5H4O, DFT ωB97M-V/def2-TZVPD
O -2.963 -0.807 -0.194
C -0.620 0.548 0.158
C 3.046 -0.188 -0.593
C 0.563 0.265 0.290
C -2.066 0.479 -0.085
C 1.928 -0.149 0.586
H 1.999 -0.725 1.657
H 4.076 -0.626 -0.349
H -2.402 1.681 -0.316
H 2.926 0.394 -1.579
```

=====

Stability, highest: version ii

=====

Version i
Formula: C5H16N4
Source: the OMol25 dataset
Level of theory: ωB97M-V/def2-TZVPD

Total charge = 0
Multiplicity = 1
SMILES = C=NC(C)(N)N.CCN
HOMO-LUMO gap = 8.918 eV
E_HOMO = -8.040 eV
LUMO = 0.878 eV

```
25
C5H16N4, DFT ωB97M-V/def2-TZVPD
N -1.658 0.252 0.926
N 1.197 0.718 1.976
N -0.360 0.242 -1.130
N -2.470 -0.854 -1.036
C -0.416 1.522 -1.226
C -1.268 -0.505 -0.269
C -0.608 -1.812 0.170
C 1.931 1.056 0.835
C 2.077 -0.142 -0.584
H -0.737 2.181 -0.416
H -2.231 -0.347 1.510
H 0.039 1.986 -2.092
H 0.159 -1.619 0.914
H 2.564 -0.944 -0.030
H 1.482 1.897 0.303
H -0.162 -2.305 -0.692
H 1.585 -0.042 2.514
H 2.777 0.447 -1.175
H -1.362 -2.467 0.603
H -2.215 -1.468 -1.803
H 1.609 -0.712 -1.379
H -2.858 -0.011 -1.452
H -2.246 1.035 0.660
H 0.193 0.651 1.792
H 2.977 1.242 1.083
```

=====

Version ii
Formula: C5H16N4
Source: the OMol25 dataset
Level of theory: ωB97M-V/def2-TZVPD

Total charge = 0
Multiplicity = 1
HOMO-LUMO gap = 7.261 eV
E_HOMO = -6.312 eV
LUMO = 0.949 eV

```
25
C5H16N4, DFT ωB97M-V/def2-TZVPD
N -1.984 -0.301 0.306
N 2.352 -0.917 -0.897
N 2.596 0.427 1.057
N 2.274 1.457 -1.053
C 1.985 0.304 -0.238
C -2.867 0.667 0.903
C -0.218 0.379 -0.530
C -2.617 -1.441 -0.305
C -0.100 -0.314 0.677
H -3.461 0.234 1.723
H 0.168 -1.362 0.661
H -0.379 1.447 -0.536
H -1.859 -2.104 -0.735
H -3.307 -1.154 -1.114
H 2.006 2.322 -0.595
H -3.193 -2.030 0.426
H 2.031 -0.947 -1.858
H 3.590 0.663 1.004
H 3.354 -1.115 -0.846
H 2.469 -0.393 1.640
H -0.018 0.235 1.604
H -0.224 -0.153 -1.471
H 3.262 1.503 -1.323
H -3.572 1.097 0.175
H -2.286 1.494 1.325
```

=====

Stability, highest: version i

=====

Version i
Formula: C4H10NP
Source: the OMol25 dataset
Level of theory: ωB97M-V/def2-TZVPD

Total charge = 0
Multiplicity = 1
HOMO-LUMO gap (spin up / spin down) = 8.409 / 7.393 eV
E_HOMO (spin up / spin down) = -8.015 / -7.784 eV
LUMO (spin up / spin down) = 0.394 / -0.391 eV

```
16
C4H10NP, DFT ωB97M-V/def2-TZVPD
P -2.352 -1.407 -0.312
N -1.683 -0.032 0.228
C -2.244 1.238 0.189
C 1.486 -0.468 0.377
C 0.712 0.379 -0.151
C 3.002 -0.221 0.245
H -3.290 1.139 0.328
H 1.002 -1.295 0.913
H -2.591 -1.425 -1.779
H 0.872 1.263 -0.739
H 3.355 -0.083 1.314
H -1.943 1.643 -0.878
H -1.076 -2.182 -0.285
H -1.901 1.884 0.917
H 3.658 -1.120 0.014
H 2.993 0.687 -0.381
```

=====

Version ii
Formula: C4H10NP
Source: the OMol25 dataset
Level of theory: ωB97M-V/def2-TZVPD

Total charge = 0
Multiplicity = 1
HOMO-LUMO gap (spin up / spin down) = 7.865 / 7.327 eV
E_HOMO (spin up / spin down) = -8.497 / -7.314 eV
LUMO (spin up / spin down) = -0.633 / 0.012 eV

```
16
C4H10NP, DFT ωB97M-V/def2-TZVPD
P -1.269 -0.214 -1.322
N -1.975 -0.248 0.038
C 1.517 -1.788 -0.072
C -2.584 -0.979 0.982
C -0.387 1.418 -1.100
C 0.487 1.341 0.182
H 1.688 -0.954 -0.635
H 0.529 0.309 0.563
H -0.971 2.315 -1.284
H 1.943 -1.804 0.856
H 0.171 1.938 1.021
H 0.338 1.303 -1.840
H -3.354 -0.631 1.623
H -2.607 -2.049 0.899
H 1.510 1.653 -0.055
H 0.737 -2.346 -0.263
```

=====

Stability, highest: version ii

=====

Version i
Formula: C2H5N3S2
Source: the OMol25 dataset
Level of theory: ωB97M-V/def2-TZVPD

Total charge = 0
Multiplicity = 1
SMILES = N/N=C\N(S)C=S
HOMO-LUMO gap = 8.720 eV
E_HOMO = -8.821 eV
LUMO = -0.101 eV

```
12
C2H5N3S2, DFT ωB97M-V/def2-TZVPD
S 1.342 -0.630 -1.564
S 0.066 0.866 2.324
N 0.045 0.330 0.587
N -1.665 -0.752 -0.624
N -1.531 0.118 -1.747
C 1.236 0.221 -0.150
C -0.971 -0.753 0.372
H -0.544 0.055 -2.104
H 2.170 0.723 0.388
H -0.335 2.017 1.844
H -2.377 0.061 -2.467
H -0.977 -1.321 1.328
```

=====

Version ii
Formula: C2H5N3S2
Source: the OMol25 dataset
Level of theory: ωB97M-V/def2-TZVPD

Total charge = 0
Multiplicity = 1
SMILES = NN(C=S)/C=N\S
HOMO-LUMO gap = 8.644 eV
E_HOMO = -8.586 eV
LUMO = 0.058 eV

```
12
C2H5N3S2, DFT ωB97M-V/def2-TZVPD
S -2.563 -0.723 0.003
S 3.137 -0.463 0.004
N 0.203 -1.288 -0.016
N 0.539 0.069 -0.001
N -1.796 0.779 0.001
C -0.536 0.992 0.000
C 1.805 0.502 0.002
H -3.804 -0.167 0.007
H 1.871 1.612 -0.036
H 0.662 -1.678 0.834
H 0.654 -1.677 -0.802
H -0.173 2.041 0.003
```

=====

Stability, highest: version ii